Entry from the OMol25 dataset: 3 unconnected molecules or ions with the total composition C4H14NO2 at a distorted geometry (ωB97M-V/def2-TZVPD).

Summary:
Multiplicity: 2
Total energy (eV): -9939.10839
Charge: +2

The geometry in XYZ format:
```
21
Properties=species:S:1:pos:R:3:forces:R:3:lowdin_spin:R:1
C 0.799 0.653 0.044 0.0382 0.1432 -0.7882 0.11
N 0.307 -0.762 0.062 0.1805 0.3744 -0.0148 0.01
C -1.181 -0.682 0.023 -1.1710 0.0187 0.4293 0.01
C -1.454 0.537 -0.829 0.2890 0.6310 0.7263 0.10
C -0.299 1.453 -0.573 0.0573 -0.9630 0.0529 0.20
H 1.078 0.982 1.073 0.0329 -0.1644 0.1681 0.04
H 1.738 0.743 -0.528 0.0915 -0.0185 0.2153 0.03
H 0.675 -1.278 0.866 -0.0902 -0.1164 -0.1136 0.00
H 0.632 -1.261 -0.794 0.0182 -0.5555 0.3586 0.00
H -1.609 -0.553 1.029 0.4898 0.2327 -0.0582 0.01
H -1.654 -1.589 -0.322 0.3294 -0.4092 -0.4162 0.00
H -1.499 0.346 -1.922 -0.1212 -0.1024 -0.0829 0.06
H -2.402 1.044 -0.606 -0.2183 -0.2052 -0.2081 0.03
H -0.580 2.272 0.183 -0.1269 0.2557 -0.2930 0.12
H -0.044 2.090 -1.449 0.1894 0.4095 0.3443 0.06
H 0.707 1.471 3.886 -0.0265 -0.7494 0.0107 0.00
H 0.780 2.273 2.657 -0.1735 -0.0727 -0.1438 0.00
O 0.515 1.373 2.930 0.1250 1.0687 0.0027 0.22
H 1.503 -2.523 -2.396 -0.0094 -0.1687 -0.0265 0.00
H 1.004 -3.776 -1.706 -0.1669 -0.0400 0.2451 0.00
O 0.984 -2.813 -1.631 0.2625 0.4315 -0.4080 0.00
```
Positions in Å, forces in eV/Å.

=====

Entry from the OMol25 dataset: 3 unconnected molecules or ions with the total composition C4H14NO2 at a distorted geometry (ωB97M-V/def2-TZVPD).

Summary:
Multiplicity: 2
Total energy (eV): -9937.21864
Charge: +2

The geometry in XYZ format:
```
21
Properties=species:S:1:pos:R:3:forces:R:3:lowdin_spin:R:1
C -0.830 1.541 0.568 0.3659 0.2658 -1.4961 0.00
O 0.340 1.012 -0.114 -1.3273 -0.0881 0.5515 0.00
C -2.149 0.980 0.080 -0.4579 -0.5207 3.9632 0.00
C -2.710 -0.316 0.646 -0.2346 2.2208 -0.1455 0.00
C -2.721 -1.613 -0.083 0.9214 -1.6100 -1.7440 0.00
N 3.313 -1.538 -1.805 2.0407 -0.6474 1.2891 0.92
H -0.858 2.627 0.464 0.2644 -0.0655 0.0612 0.00
H -0.786 1.261 1.633 -0.1480 0.0584 -0.0904 0.00
H -0.031 0.534 -0.860 0.5737 -0.1562 -0.3960 0.00
H -2.924 1.736 -0.083 0.2517 -0.0730 -1.0738 0.00
H -3.732 0.034 0.868 -0.1750 -0.4600 -0.4009 0.00
H -2.262 -0.393 1.641 0.7523 -0.2207 -0.1614 0.00
H -3.089 -2.435 0.524 -0.4604 0.2678 0.0128 0.00
H -1.729 -1.969 -0.413 0.0325 0.4895 0.5750 0.00
H -3.226 -1.537 -1.049 -0.5822 -0.0463 0.4234 0.00
H 3.779 -0.771 -2.305 -0.5713 0.0776 -0.2396 0.03
H 3.253 -1.438 -0.771 -0.6376 0.7241 -0.1226 0.03
H 3.617 -2.493 -2.043 -0.5356 0.0437 -0.6425 0.03
H 3.854 0.929 1.041 0.2371 0.1173 0.1323 0.00
H 2.395 0.687 0.631 0.0704 0.0664 0.1653 0.00
O 3.227 0.235 0.826 -0.3802 -0.4436 -0.6613 0.00
```
Positions in Å, forces in eV/Å.

=====

Entry from the OMol25 dataset: a molecular structure, C4H14NO3 at a distorted geometry (ωB97M-V/def2-TZVPD).

Summary:
Multiplicity: 1
Total energy (eV): -12007.32093
Charge: -1

The geometry in XYZ format:
```
22
Properties=species:S:1:pos:R:3:forces:R:3:mulliken_charge:R:1
C -1.162 1.033 -2.277 -0.5903 0.2026 -0.0630 -1.10
N -1.247 0.514 -0.915 1.9801 -0.3063 -0.5669 -0.11
C -0.185 1.128 -0.104 0.5625 0.0515 0.5287 -0.99
C -1.083 -0.972 -0.932 -1.9306 0.6192 -0.1280 -0.41
C -0.829 -1.645 0.411 0.3057 -1.1504 0.8716 -0.61
O 0.439 -2.142 0.638 0.7012 -0.3461 -0.2649 -0.71
H -1.966 0.643 -2.904 -0.4550 0.1579 0.2203 0.32
H -0.288 0.795 -2.888 0.7555 -0.3064 0.4107 0.38
H -1.197 2.126 -2.224 -0.2960 -0.1236 -0.1580 0.42
H 0.283 2.005 -0.569 -0.5901 0.1450 0.1300 0.40
H 0.691 0.507 0.125 -0.3334 -0.3920 -0.2631 0.34
H -0.610 1.359 0.871 0.1695 0.4533 0.0931 0.23
H -2.123 -1.229 -1.187 0.3395 -0.6781 -0.5285 0.36
H -0.381 -1.323 -1.700 0.0573 0.0509 0.1710 0.28
H -1.524 -2.527 0.528 0.2089 0.5801 -0.4943 0.31
H -1.165 -0.992 1.216 -0.1237 0.6164 0.2072 0.26
H 2.032 1.625 2.916 0.1619 0.0874 -0.4124 0.24
H 2.468 0.758 1.719 -0.2557 0.4482 0.3960 0.45
O 2.433 1.728 2.040 0.0415 -0.2023 0.1525 -0.72
H 1.383 -1.544 1.091 -0.7304 0.7566 -0.6050 0.36
H 1.801 -1.034 2.499 0.6688 0.4397 -0.3091 0.25
O 2.229 -0.810 1.647 -0.6471 -1.1036 0.6120 -0.94
```
Positions in Å, forces in eV/Å.